# 1
{
  "formula": "C24H48O48S12",
  "method": "the ωB97M-V functional and the def2-TZVPD basis",
  "symbols": ["C", "C", "O", "S", "O", "O", "O", "H", "H", "H", "H", "C", "C", "O", "S", "O", "O", "O", "H", "H", "H", "H", "C", "C", "O", "S", "O", "O", "O", "H", "H", "H", "H", "C", "C", "O", "S", "O", "O", "O", "H", "H", "H", "H", "C", "C", "O", "S", "O", "O", "O", "H", "H", "H", "H", "C", "C", "O", "S", "O", "O", "O", "H", "H", "H", "H", "C", "C", "O", "S", "O", "O", "O", "H", "H", "H", "H", "C", "C", "O", "S", "O", "O", "O", "H", "H", "H", "H", "C", "C", "O", "S", "O", "O", "O", "H", "H", "H", "H", "C", "C", "O", "S", "O", "O", "O", "H", "H", "H", "H", "C", "C", "O", "S", "O", "O", "O", "H", "H", "H", "H", "C", "C", "O", "S", "O", "O", "O", "H", "H", "H", "H"],
  "coordinates": [[4.4910, -4.9761, -0.0852], [4.3901, -3.3883, -0.2980], [5.3515, -3.2940, -1.3184], [6.6843, -4.2427, -1.1835], [7.6457, -3.6991, -0.3172], [6.9048, -4.7902, -2.5061], [5.9203, -5.3691, -0.2299], [3.7951, -5.6888, -0.5278], [4.1829, -5.2453, 0.9251], [4.9016, -2.7934, 0.4587], [3.4194, -2.9734, -0.5693], [6.3787, -0.2040, -4.3669], [5.5093, -0.0662, -3.1223], [6.4128, -0.1883, -2.0416], [7.9524, -0.4681, -2.6233], [8.7414, -1.4371, -1.8540], [8.6838, 0.7855, -2.9774], [7.3961, -1.0753, -4.0231], [6.8368, 0.7526, -4.6181], [5.7361, -0.4174, -5.2210], [4.7182, -0.8068, -3.2396], [5.0135, 0.8989, -3.0173], [4.3482, -0.2384, 5.3956], [3.1143, -1.0313, 5.6584], [3.0977, -2.1013, 4.7155], [3.7809, -1.6522, 3.3391], [2.7566, -1.2288, 2.3990], [4.7650, -2.6373, 2.9077], [4.4353, -0.3017, 4.0346], [5.2937, -0.6999, 5.6803], [4.1933, 0.8156, 5.6267], [2.3223, -0.3169, 5.4338], [3.1058, -1.3156, 6.7107], [-4.4892, 0.7449, 3.1212], [-3.1003, 1.0214, 2.7374], [-2.6275, 2.1968, 3.3359], [-3.9390, 3.2559, 3.7278], [-4.2818, 3.9343, 2.4910], [-3.7713, 3.9587, 5.0286], [-4.9252, 1.9190, 3.8630], [-4.6809, -0.0972, 3.7863], [-5.1679, 0.7950, 2.2698], [-3.0162, 1.2824, 1.6824], [-2.4120, 0.1947, 2.9133], [-7.7380, -2.0427, 1.4049], [-7.3154, -3.5078, 1.0525], [-5.9955, -3.4855, 0.5576], [-5.3992, -1.9852, 0.1646], [-5.7489, -1.6551, -1.1870], [-3.9995, -1.8097, 0.5933], [-6.5030, -1.3198, 1.3060], [-8.1717, -1.9711, 2.4023], [-8.5225, -1.7086, 0.7258], [-8.0329, -3.9567, 0.3657], [-7.2150, -4.1789, 1.9055], [4.2590, 1.7710, -7.6572], [2.8670, 2.0857, -8.1904], [2.0052, 2.4135, -7.1157], [2.8799, 2.9366, -5.8074], [2.3245, 2.6719, -4.5345], [3.2704, 4.2884, -6.1500], [4.0770, 1.8052, -6.1808], [4.9925, 2.5046, -7.9916], [4.6657, 0.8253, -8.0155], [2.4083, 1.3121, -8.8062], [3.0017, 2.9531, -8.8366], [2.5652, 3.6247, 1.5596], [3.2683, 2.3994, 1.9531], [2.5757, 1.6781, 2.9455], [0.9958, 2.0858, 2.9968], [0.5666, 2.7657, 4.2542], [0.1801, 0.9910, 2.4457], [1.2097, 3.3228, 1.9310], [2.6648, 3.9867, 0.5363], [2.9653, 4.3386, 2.2795], [4.2977, 2.3954, 2.3113], [3.3935, 1.8160, 1.0409], [-1.2518, 4.9051, 0.6075], [-1.5812, 3.6491, -0.2424], [-2.3292, 4.0704, -1.2687], [-1.6668, 5.4751, -1.8474], [-2.6073, 6.2943, -2.6570], [-0.3119, 5.2420, -2.4055], [-1.5312, 5.9431, -0.2676], [-0.1872, 5.0233, 0.8094], [-1.7356, 4.9727, 1.5819], [-2.2057, 3.0311, 0.4027], [-0.6127, 3.1817, -0.4202], [-3.8722, -2.7207, -3.9708], [-3.1359, -1.6785, -3.1088], [-1.8211, -2.1715, -3.0786], [-1.6763, -3.8265, -3.2624], [-2.1206, -4.6439, -2.0921], [-0.3519, -4.0625, -3.8667], [-2.8733, -3.6930, -4.3235], [-4.3567, -2.3588, -4.8776], [-4.6120, -3.2124, -3.3391], [-3.5250, -1.5749, -2.0959], [-3.3034, -0.6475, -3.4205], [-6.0395, 3.1225, 0.2729], [-6.7765, 1.8078, -0.0420], [-6.0789, 1.2194, -1.0456], [-4.5691, 1.8283, -1.3390], [-4.5561, 2.7666, -2.4899], [-3.5707, 0.7411, -1.3350], [-4.7283, 2.7688, 0.0230], [-6.0932, 3.2724, 1.3513], [-6.2732, 3.9482, -0.3991], [-7.7300, 2.1585, -0.4368], [-6.9002, 1.2695, 0.8977], [-0.6208, -3.4175, 4.6086], [-0.9901, -1.9602, 4.1621], [-1.2263, -1.2249, 5.3752], [-1.2166, -2.1452, 6.8265], [-2.4603, -2.0840, 7.6313], [0.0644, -2.0584, 7.5843], [-1.3573, -3.4959, 5.8436], [0.4456, -3.5293, 4.8042], [-0.8886, -4.2937, 4.0180], [-1.8232, -2.2219, 3.5097], [-0.2355, -1.4908, 3.5310], [0.5020, -1.4669, -0.2410], [-0.7025, -0.5976, -0.4798], [-0.2452, 0.0918, -1.6697], [1.3501, 0.4611, -1.5427], [1.5046, 1.6278, -0.6949], [2.0792, 0.4999, -2.7947], [1.6050, -0.8898, -0.6568], [0.3044, -2.3708, -0.8172], [0.7088, -1.7347, 0.7952], [-0.8595, 0.1731, 0.2749], [-1.6138, -1.1344, -0.7431]],
  "forces_ev_per_angstrom": [[-0.2, 0.2, 2.3], [1.8, -2.4, 0.6], [1.9, 0.5, -2.8], [-3.8, -1.9, -0.4], [1.1, 0.6, -0.2], [0.3, 1.1, 1.9], [-1.5, 1.4, -1.0], [0.4, 0.6, -1.7], [0.8, 0.5, 0.7], [-1.0, -0.4, 1.0], [0.2, -0.3, -0.3], [-1.5, 2.7, -0.9], [-0.5, 0.7, -1.2], [2.1, -0.8, 0.6], [2.8, 1.1, 0.0], [-2.7, 1.8, -1.6], [-2.5, -2.7, 1.2], [1.2, -1.3, 0.9], [0.0, 0.2, 0.0], [0.5, -1.0, 0.0], [0.2, -0.5, 1.2], [0.1, 0.1, -0.3], [0.8, -0.5, 0.4], [-0.4, 1.1, 1.0], [0.3, -0.6, 0.1], [-0.1, 0.6, -0.4], [1.6, -0.6, 1.3], [-1.5, 1.9, 1.1], [0.1, -0.8, -5.0], [-0.1, 0.3, 1.3], [0.4, -0.2, 0.5], [-0.6, -0.5, 0.1], [-0.5, -0.8, -0.4], [-2.2, 1.2, 0.4], [1.8, 0.0, -2.2], [-0.6, 2.9, 2.4], [0.7, -3.0, 0.5], [0.5, 0.0, 2.0], [-0.4, -2.1, -3.9], [0.3, 2.5, 1.3], [0.1, 0.0, -0.3], [0.3, -1.0, -0.1], [-0.4, -0.7, -0.4], [0.0, 0.2, 0.4], [0.0, -1.4, 0.0], [-0.9, 0.2, 0.9], [1.2, -0.3, -1.2], [1.2, 1.4, 1.3], [-0.4, -0.7, -1.4], [0.1, -1.0, -0.3], [-1.3, 1.2, 0.9], [0.3, 0.0, 0.2], [0.2, 0.3, -0.4], [0.2, 0.0, -0.3], [-0.5, 0.2, 0.3], [-0.1, 0.1, 1.3], [0.1, 0.8, -1.0], [-0.2, 0.1, 1.7], [1.1, 0.2, -3.0], [0.1, -0.5, -0.8], [0.1, -1.7, 0.5], [-0.1, 1.0, -0.3], [-0.2, 0.3, 0.5], [-0.3, -0.3, 0.8], [0.0, -0.2, 0.5], [-0.4, 0.2, 0.0], [-0.2, 1.0, 2.4], [2.6, -2.8, -2.1], [-2.1, 0.1, 1.2], [-1.1, 1.5, 0.4], [1.6, -2.5, -3.1], [1.8, 2.4, 1.2], [-1.2, -0.6, -0.1], [-0.3, -0.5, 0.1], [-0.6, 1.0, -0.3], [-0.1, 1.1, 0.3], [-0.6, -0.8, 0.1], [1.5, -0.6, 0.0], [1.5, -0.9, 4.2], [-0.8, 1.4, -4.2], [0.7, 0.3, -0.6], [2.3, -2.5, 3.0], [-3.2, 0.4, 1.5], [-1.0, 3.0, -2.2], [0.1, -0.6, 0.1], [-0.7, 0.3, -0.4], [0.0, -0.4, -0.4], [-0.3, -0.4, -0.9], [-0.5, -0.3, 1.1], [-1.4, -0.3, 0.6], [2.6, -0.6, 1.1], [-0.6, 1.0, 1.0], [1.4, 2.5, -3.2], [-3.4, 0.4, 1.2], [0.5, -1.8, -0.9], [0.4, -0.1, 0.0], [-0.2, 0.0, -0.2], [-0.2, -0.8, 0.1], [1.2, 0.0, -0.9], [-0.6, -0.9, 0.1], [-1.6, 2.9, 1.0], [2.2, -1.6, -2.4], [-0.7, 1.0, -1.1], [-0.4, -2.6, 2.6], [-2.3, 3.0, 0.8], [3.9, -1.3, -1.0], [-0.2, 0.8, -0.4], [-0.5, 0.2, 0.4], [-0.4, -0.7, 0.1], [0.2, -0.8, -0.5], [1.0, 1.2, 1.4], [0.4, -2.5, -0.4], [0.0, 0.3, 1.6], [-0.5, -1.5, -0.6], [3.1, 0.3, -2.6], [-3.0, 0.0, -2.6], [0.3, 0.0, 2.1], [0.2, 0.1, 0.2], [-0.6, 0.6, -0.3], [-1.0, 1.3, 0.4], [0.2, 0.3, 0.5], [-3.5, -3.4, 2.1], [0.4, 1.2, -0.1], [1.4, 1.2, -1.4], [-1.2, 0.4, 0.3], [-0.1, -1.2, -0.5], [-1.4, -1.0, 1.9], [4.8, 3.4, -2.6], [0.2, -0.4, 0.0], [-0.6, -0.1, 0.2], [-0.2, -0.2, 0.2], [0.2, 0.1, 0.2]],
  "energy_ha": -9332.4491,
  "multiplicity": 2,
  "charge": -1,
  "gap_ev": [2.31, 9.13],
  "max_force_ev_per_a": 6.44,
  "e_lumo_ev": [1.493, 1.492],
  "mol_weight_g_mol": 1489.40
}

=====

# 2
{
  "formula": "C7H14N5",
  "method": "the ωB97M-V functional and the def2-TZVPD basis",
  "symbols": ["C", "C", "C", "C", "C", "C", "C", "N", "N", "N", "N", "N", "H", "H", "H", "H", "H", "H", "H", "H", "H", "H", "H", "H", "H", "H"],
  "coordinates": [[1.9201, -0.2999, -1.0716], [0.9689, -2.7104, -0.3667], [-0.6251, 1.5978, -1.0177], [-1.1213, 0.5103, 1.3038], [1.0964, 1.7699, 0.8155], [-0.0358, -1.5538, -0.5121], [-0.0056, 0.8912, 0.2433], [3.1967, -0.7748, -2.7051], [1.9788, -1.0578, -2.2552], [2.9563, 0.5290, -0.9618], [3.7883, 0.1089, -1.9743], [0.7406, -0.4057, -0.1219], [1.6867, -2.2735, 0.4483], [0.5026, -3.6065, -0.0280], [1.5316, -2.9134, -1.2024], [0.0732, 2.0049, -1.7103], [-1.2610, 0.8831, -1.5294], [-1.4312, 2.3618, -0.7989], [-0.7715, -0.4064, 1.7462], [-1.9211, 0.2872, 0.7012], [-1.1028, 1.3102, 1.9748], [1.2996, 1.3564, 1.8466], [1.9820, 1.7471, 0.1550], [0.6507, 2.7354, 0.9499], [-0.3274, -1.4995, -1.5682], [-0.8406, -1.8171, 0.2609]],
  "forces_ev_per_angstrom": [[-2.1, 0.2, -1.1], [0.1, 1.2, 3.2], [-2.0, -0.5, 1.3], [3.9, -0.3, -1.8], [-0.5, -0.9, 1.3], [0.4, -1.4, 0.7], [1.0, -0.9, -1.2], [0.0, -0.1, -0.3], [0.3, 1.3, 2.5], [0.4, -2.1, -0.3], [-0.3, 1.1, 0.2], [0.9, 2.0, -1.1], [-1.1, -1.4, -1.3], [-0.4, -0.8, 0.5], [1.1, -0.3, -1.9], [0.8, 0.2, -0.4], [0.2, -0.6, -0.4], [1.2, -0.3, 0.4], [0.1, -0.2, 0.6], [-2.7, -0.1, -0.6], [-0.9, 1.1, 1.1], [0.3, 0.5, -1.0], [-0.5, 0.4, 0.7], [0.1, 1.0, 0.1], [-0.7, 0.0, 0.2], [0.7, 0.9, -1.5]],
  "energy_ha": -548.8601,
  "charge": -1,
  "gap_ev": 7.50,
  "max_force_ev_per_a": 4.30,
  "e_lumo_ev": 3.347,
  "mol_weight_g_mol": 168.22
}

=====

# 3
{
  "formula": "C9H11N2P",
  "method": "the ωB97M-V functional and the def2-TZVPD basis",
  "symbols": ["C", "C", "C", "C", "C", "C", "C", "C", "C", "N", "N", "P", "H", "H", "H", "H", "H", "H", "H", "H", "H", "H", "H"],
  "coordinates": [[-2.6661, 1.1566, 1.2731], [3.1566, 1.3646, 0.3196], [2.1746, 1.8537, 1.1425], [2.9868, 0.4100, -0.6625], [0.8843, 1.2871, 1.0178], [1.7069, -0.1311, -0.8152], [0.7549, 0.3406, 0.0309], [-1.5900, -2.0608, 0.7668], [-1.8470, -1.0319, -1.9579], [-2.8837, 1.5583, 2.3225], [-2.5318, 0.6874, 0.0589], [-1.4960, -0.4183, -0.3515], [4.0997, 1.8291, 0.4415], [2.3700, 2.7334, 1.6112], [3.8985, 0.0566, -1.0609], [-0.0591, 1.5956, 1.5607], [1.6352, -0.9430, -1.5244], [-2.6058, -2.5534, 0.5871], [-0.7821, -2.7209, 0.3604], [-1.3195, -1.6204, 1.7289], [-1.0768, -0.7862, -2.6121], [-1.9800, -2.0529, -2.0149], [-2.8296, -0.5541, -2.2225]],
  "forces_ev_per_angstrom": [[0.0, -0.6, -1.1], [0.3, 0.4, -0.1], [-2.2, -2.3, -1.9], [-0.8, 0.1, 1.6], [-0.7, 0.8, 0.3], [2.0, -0.3, -0.5], [-4.3, -1.5, -0.7], [0.2, 1.4, -2.3], [-1.9, 2.2, -0.2], [-0.1, 0.7, 1.7], [-0.1, 0.0, -0.8], [2.8, -1.5, 3.4], [1.0, 0.2, -0.1], [0.3, 2.1, 2.1], [0.4, -0.6, -1.2], [1.5, -0.1, -0.4], [-0.7, 0.0, -0.1], [1.4, 0.9, 0.8], [-0.6, 0.5, 0.6], [-0.5, -0.8, 0.2], [1.1, 0.7, -1.5], [-0.2, -2.3, 0.4], [1.1, -0.2, -0.1]],
  "energy_ha": -800.3097,
  "charge": 0,
  "gap_ev": 8.83,
  "max_force_ev_per_a": 4.63,
  "e_lumo_ev": 0.212,
  "mol_weight_g_mol": 178.18
}